Below is C31H41MnNOP2Si as an isolated structure, with properties calculated with ωB97M-V/def2-TZVPD.

Calculated values
largest force on an atom = 2.01 eV/Å
⟨S²⟩ = 3.891
DFT total energy = -3458.7999 Eh

The geometry in ORCA input format:
```
! wB97M-V def2-TZVPD RIJCOSX def2/J DEFGRID3
* xyz 0 4
Mn -1.28 -0.23 -2.88
Si 0.16 -2.09 -3.12
P 0.32 1.29 -3.46
N -2.24 1.05 -1.94
H 1.82 0.38 1.00
C 0.52 2.77 -2.42
H 0.94 3.58 -3.02
H 1.21 2.55 -1.59
H -0.45 3.09 -2.01
C 2.03 0.96 -3.97
H 2.35 1.77 -4.63
H 2.10 0.01 -4.50
H 2.66 0.95 -3.07
C -0.56 1.91 -4.92
H 0.08 2.64 -5.43
H -1.49 2.40 -4.58
H -0.79 1.08 -5.59
C 1.99 -2.29 -2.67
H 2.09 -2.19 -1.58
H 2.57 -1.50 -3.18
H 2.35 -3.28 -2.99
H -0.42 -3.10 -2.20
H 0.12 -2.70 -4.48
C -3.54 0.85 -1.88
C -5.78 1.47 -1.15
C -4.42 1.72 -1.15
C -4.08 -0.32 -2.52
C -5.44 -0.55 -2.49
C -6.29 0.35 -1.83
H -6.46 2.14 -0.62
H -3.99 2.57 -0.60
H -3.36 -1.04 -2.97
H -5.84 -1.44 -2.97
H -7.37 0.16 -1.84
C 3.60 1.14 0.39
O 2.94 1.64 -0.52
C 3.83 1.81 1.72
H 4.73 2.43 1.64
H 3.98 1.09 2.55
H 2.99 2.46 1.94
C 4.50 -0.06 0.18
H 5.55 0.29 0.10
H 4.23 -0.57 -0.75
H 4.44 -0.76 1.01
C -1.13 2.88 4.42
C -0.43 3.26 3.28
C 0.18 2.31 2.46
C 0.08 0.95 2.80
C -0.64 0.56 3.94
C -1.24 1.52 4.75
P 0.67 -0.28 1.61
C 1.68 -1.52 2.43
C 2.28 -2.50 1.62
C 3.29 -3.30 2.13
C 3.74 -3.11 3.44
C 3.16 -2.12 4.24
C 2.14 -1.31 3.74
C -0.86 -1.08 1.00
C -0.95 -2.47 0.76
C -2.19 -3.10 0.68
C -3.37 -2.36 0.81
C -3.30 -0.97 0.95
C -2.06 -0.34 0.97
H -1.62 3.62 5.04
H -0.38 4.32 3.00
H 0.67 2.60 1.53
H -0.78 -0.51 4.15
H -1.83 1.20 5.61
H 1.94 -2.63 0.59
H 3.73 -4.07 1.50
H 4.55 -3.71 3.82
H 3.49 -1.98 5.27
H 1.68 -0.54 4.36
H -0.05 -3.07 0.67
H -2.24 -4.18 0.54
H -4.34 -2.86 0.81
H -4.21 -0.39 1.07
H -2.02 0.75 1.01
*
```

Atom charges from the Mulliken analysis, given in e for atoms 1 to 2: Mn -0.408; Si 0.814